[1]
DFT (ωB97M-V/def2-TZVPD) results for a structure of composition C24H44BBaGeN8S.

Element x y z (Å)
Ba1 -0.0982 0.0331 0.0168
C1 0.4984 2.2289 3.8846
C2 -0.4715 1.1069 4.2610
C3 -1.0675 1.3461 5.6437
C4 0.1991 -0.2335 4.1618
C5 0.6744 -1.0642 5.1932
C6 1.2389 -2.1333 4.5308
N1 1.1007 -1.9325 3.2088
N2 0.4616 -0.7675 2.9748
B1 1.6427 -2.8616 2.1049
N3 2.7022 -2.1404 1.2375
C7 3.9235 -2.6157 0.9402
C8 4.5274 -1.7481 0.0567
C9 3.5683 -0.7401 -0.1506
N4 2.4809 -0.9846 0.5725
C10 3.6758 0.4650 -1.0374
C11 4.0056 0.0556 -2.4723
C12 4.7086 1.4532 -0.4915
N5 0.5138 -3.4511 1.2270
C13 0.3701 -4.7507 0.9172
C14 -0.6917 -4.8811 0.0499
C15 -1.1561 -3.5660 -0.1319
N6 -0.4260 -2.7187 0.5863
C16 -2.2865 -3.0837 -0.9955
C17 -3.5264 -3.9594 -0.8123
C18 -1.8687 -3.0160 -2.4673
H1 -0.0092 3.1976 3.8954
H2 1.3330 2.2705 4.5894
H3 0.9144 2.0635 2.8891
H4 -1.2838 1.1241 3.5315
H5 -0.2823 1.4217 6.4011
H6 -1.6354 2.2785 5.6562
H7 -1.7371 0.5337 5.9304
H8 0.6070 -0.9129 6.2573
H9 1.7264 -3.0204 4.9001
H10 2.1968 -3.7904 2.6425
H11 4.2709 -3.5365 1.3795
H12 5.5070 -1.8345 -0.3828
H13 2.6977 0.9573 -1.0609
H14 4.9740 -0.4515 -2.5148
H15 3.2371 -0.6098 -2.8651
H16 4.0506 0.9359 -3.1165
H17 5.6985 0.9907 -0.4529
H18 4.7708 2.3353 -1.1327
H19 4.4508 1.7753 0.5193
H20 1.0311 -5.4879 1.3428
H21 -1.0737 -5.7879 -0.3882
H22 -2.5416 -2.0707 -0.6622
H23 -3.3463 -4.9637 -1.2042
H24 -3.8006 -4.0504 0.2405
H25 -4.3719 -3.5368 -1.3586
H26 -1.5516 -4.0052 -2.8114
H27 -2.7127 -2.6946 -3.0835
H28 -1.0536 -2.3010 -2.6166
C19 -2.9410 0.8095 -3.0861
Ge1 -1.0371 1.2897 -3.5345
C20 -0.9279 3.3108 -3.3188
C21 -1.1466 1.2176 -5.5419
C22 0.1137 0.2302 -2.5213
H29 -3.6721 1.5715 -3.3838
H30 -3.0646 0.5773 -2.0217
H31 -3.1825 -0.1041 -3.6351
H32 -1.5942 3.8708 -3.9894
H33 0.1030 3.6143 -3.5204
H34 -1.1174 3.5829 -2.2763
H35 -1.9639 1.8299 -5.9391
H36 -1.3001 0.1802 -5.8498
H37 -0.2078 1.5601 -5.9862
H38 1.1553 0.4840 -2.8066
C23 -1.8163 5.4365 -0.2356
N7 -1.8129 4.1520 0.4404
C24 -2.6390 3.1218 0.1808
N8 -3.3432 3.1543 -0.9619
S1 -2.7959 1.8599 1.2935
H39 -0.8568 5.9204 -0.0663
H40 -2.6169 6.0847 0.1301
H41 -1.9170 5.3151 -1.3105
H42 -1.4293 4.1151 1.3707
H43 -2.9734 3.6639 -1.7528
H44 -3.7819 2.2810 -1.2108

Summary:
Charge: -1
Relative energy (zero: lowest compared OMol25 entry of this formula, charge and spin) in kcal per mole: 1.3
E_HOMO in eV: -1.733
Max |F| in Eh/bohr: 0.01021
Frontier orbital gap in eV: 3.85



[2]
DFT (ωB97M-V/def2-TZVPD) results for a structure of composition C24H44BMnNP2 in a non-equilibrium geometry.

Element x y z (Å)
Mn1 1.6131 0.2643 -0.6691
C1 -1.7143 -1.6852 2.3212
C2 -1.8922 -0.3212 2.6554
C3 -3.1833 -0.7651 0.8330
C4 -2.4718 -1.9476 1.1602
C5 -2.9118 0.1987 1.8335
C6 -0.8046 -2.6351 2.9915
H1 -0.6178 -2.3210 4.0236
H2 0.1916 -2.7188 2.4834
H3 -1.2417 -3.6414 3.0010
C7 -2.4666 -3.2176 0.3914
H4 -1.5884 -3.8297 0.6285
H5 -2.4653 -3.0515 -0.6959
H6 -3.3615 -3.8140 0.6349
C8 -3.9549 -0.5657 -0.4080
H7 -4.9574 -1.0050 -0.3582
H8 -3.4449 -1.0323 -1.2534
H9 -4.0617 0.4922 -0.6411
C9 -3.5210 1.5300 1.9507
H10 -4.5259 1.5057 2.3821
H11 -3.6256 2.0012 0.9772
H12 -2.9365 2.1912 2.5781
C10 -1.0338 0.4435 3.5815
H13 -1.4574 0.5011 4.5902
H14 -0.8740 1.4703 3.2409
H15 -0.0389 -0.0056 3.6650
C11 2.8698 -0.4431 -1.8553
C12 3.2203 -0.6353 -0.4209
C13 4.2020 0.2726 0.2788
C14 3.6990 1.7346 0.4462
C15 2.2171 1.8623 0.0958
C16 1.7651 2.0479 -1.2957
C17 2.6404 2.0315 -2.5248
C18 3.3963 0.6771 -2.7065
H16 5.1396 0.2269 -0.3056
H17 4.3556 2.4218 -0.1213
H18 4.3867 -0.1719 1.2631
H19 4.4845 0.8125 -2.6222
H20 2.6792 -1.3581 -2.4226
H21 3.3819 -1.6855 -0.1385
H22 3.1953 0.3732 -3.7458
H23 1.9839 2.1593 -3.4100
H24 0.8671 2.6689 -1.3678
H25 3.3452 2.8777 -2.5227
H26 3.7819 1.9759 1.5225
H27 1.5662 2.2862 0.8722
P1 1.5107 -1.8604 1.1418
C19 1.7367 -3.3725 0.1418
C20 2.8533 -2.0599 2.3888
P2 -2.5039 2.9054 -1.0071
C21 -1.1257 1.9017 -0.4944
C22 -1.7184 4.4462 -0.3185
C23 -1.9106 2.7295 -2.7900
H28 1.1378 -3.2867 -0.7681
H29 1.4036 -4.2002 0.7701
H30 2.7892 -3.5202 -0.1240
H31 2.8554 -1.1731 3.0402
H32 3.8471 -2.1698 1.9208
H33 2.5928 -2.9524 2.9650
H34 -0.8504 3.0002 -2.8098
H35 -2.4894 3.3388 -3.4970
H36 -2.0025 1.6693 -3.0544
H37 -1.0797 0.9229 -0.9563
H38 -0.8347 1.8591 0.5662
H39 -2.3723 5.3251 -0.3267
H40 -0.8095 4.6415 -0.8886
H41 -1.4692 4.1847 0.7152
B1 -1.5676 -1.9634 -3.2051
C24 -0.5724 -1.2513 -2.2774
N1 0.2363 -0.7124 -1.6014
H42 -1.0265 -2.9820 -3.5893
H43 -1.8422 -1.2930 -4.1825
H44 -2.6188 -2.3029 -2.6759

Summary:
Charge: +2
Relative energy (zero: lowest compared OMol25 entry of this formula, charge and spin) in kcal per mole: 0.0
Multiplicity: 4
E_HOMO (spin up / spin down) in eV: -13.040 / -13.056
Max |F| in Eh/bohr: 0.14024
Frontier orbital gap (spin up / spin down) in eV: 4.04 / 4.43



[3]
DFT (ωB97M-V/def2-TZVPD) results for an isolated molecule of C24H44BrN2O3P in a non-equilibrium geometry.

Element x y z (Å)
C1 -1.0604 5.3574 0.1971
C2 -0.1410 4.1081 0.3184
C3 0.9928 4.1000 -0.6808
Br1 2.2859 2.6674 -0.3265
C4 0.5563 4.1311 -2.1484
O1 1.4611 3.6396 -3.1235
C5 0.8215 3.9084 -4.3505
N1 1.0739 2.9240 -5.3541
O2 1.4156 5.1313 -4.8519
C6 -0.7030 4.1640 -4.0592
P1 -1.8568 3.4642 -5.3233
C7 -3.5456 3.9460 -4.7379
O3 -1.5983 4.4417 -6.6430
C8 -0.7825 3.5579 -2.6258
C9 -0.9209 2.0289 -2.8349
C10 -0.3882 1.1123 -1.7247
C11 -1.1970 -0.1900 -1.6915
C12 -0.8891 -1.0519 -0.4740
C13 -1.8276 -2.2570 -0.3519
C14 -1.2423 -3.3810 0.5244
C15 -1.3571 -2.9859 1.9952
C16 -1.0484 -4.1089 3.0002
C17 0.1106 -5.0220 2.6110
C18 0.3031 -6.1942 3.5845
C19 1.4485 -6.0418 4.5911
C20 1.4541 -4.7279 5.4240
N2 2.5672 -3.8604 5.0620
C21 3.7868 -3.9086 5.6775
C22 4.5759 -3.0036 5.0852
C23 3.8378 -2.3528 4.0689
C24 2.6036 -2.9083 4.1104
H1 -0.6882 6.1327 0.8584
H2 -1.1053 5.6832 -0.8365
H3 -2.0541 5.0549 0.5086
H4 -0.7646 3.2191 0.2763
H5 0.3140 4.1041 1.3061
H6 1.5628 5.0075 -0.5105
H7 0.4843 5.2092 -2.3627
H8 1.9094 2.3988 -5.1224
H9 1.2243 3.4205 -6.2221
H10 0.8956 5.8821 -4.5476
H11 -0.9365 5.2377 -4.0046
H12 -3.6398 3.8319 -3.6616
H13 -4.2337 3.2912 -5.2590
H14 -3.7743 4.9664 -5.0521
H15 -1.3408 5.3334 -6.3677
H16 -1.6365 3.8933 -2.0436
H17 -0.4986 1.6963 -3.7784
H18 -1.9928 1.8369 -2.8996
H19 -0.3850 1.5713 -0.7400
H20 0.6404 0.8395 -1.9470
H21 -0.9002 -0.7533 -2.5807
H22 -2.2665 0.0099 -1.7762
H23 0.1540 -1.3710 -0.5065
H24 -1.0474 -0.4250 0.4045
H25 -2.7154 -1.8904 0.1663
H26 -2.1601 -2.6189 -1.3251
H27 -0.2181 -3.5715 0.2135
H28 -1.8847 -4.2466 0.3563
H29 -0.7564 -2.1047 2.2258
H30 -2.3967 -2.6988 2.1566
H31 -0.9063 -3.6382 3.9734
H32 -1.9338 -4.7378 3.1141
H33 -0.1648 -5.4608 1.6526
H34 1.0368 -4.4831 2.4247
H35 0.5524 -7.0656 2.9761
H36 -0.6199 -6.4676 4.0929
H37 1.3854 -6.8610 5.3053
H38 2.4075 -6.1082 4.0819
H39 0.5093 -4.1959 5.4013
H40 1.6251 -5.0082 6.4592
H41 4.0527 -4.5769 6.4734
H42 5.6074 -2.7916 5.3118
H43 4.1434 -1.5847 3.3858
H44 1.7794 -2.6486 3.4707

Summary:
Charge: 0
Structure (SMILES): CC[C@@H](Br)[C@H]1O[C@](N)(O)[C@@H](P(C)O)[C@H]1CCCCCCCCCCCCn1cccc1
E_HOMO in eV: -8.205
Max |F| in Eh/bohr: 0.04399
Frontier orbital gap in eV: 8.60



[4]
DFT (ωB97M-V/def2-TZVPD) results for a structure of composition C24H44CoN4OS4.

Element x y z (Å)
Co1 -0.1346 1.2485 -1.6127
C1 1.6230 2.3313 -4.1267
C2 1.4134 3.6367 -3.3624
S1 0.9209 3.3283 -1.6080
C3 -0.4532 4.5407 -1.3924
C4 -1.6965 3.8918 -0.8009
S2 -1.9996 2.4962 -1.9024
C5 -3.2889 1.4103 -1.2460
C6 -3.2426 0.1837 -2.1532
S3 -1.5500 -0.5341 -2.1553
C7 -1.2054 -0.8619 -3.9405
C8 0.1488 -0.3136 -4.3841
S4 0.0829 1.4126 -3.8613
H1 2.4927 1.7950 -3.7677
H2 1.7485 2.5238 -5.1923
H3 0.6317 4.2390 -3.8225
H4 2.3351 4.2167 -3.3458
H5 -0.6658 4.9589 -2.3749
H6 -0.0812 5.3353 -0.7481
H7 -2.5398 4.5819 -0.8373
H8 -1.5355 3.5453 0.2139
H9 -4.2533 1.9133 -1.3224
H10 -3.1095 1.1547 -0.2022
H11 -3.5118 0.4406 -3.1772
H12 -3.9210 -0.5892 -1.7953
H13 -2.0159 -0.4137 -4.5138
H14 -1.2400 -1.9420 -4.0725
H15 0.2253 -0.3631 -5.4705
H16 0.9877 -0.8390 -3.9330
C9 -2.3064 1.4846 2.9471
C10 -1.2902 0.3592 2.7860
N1 0.0926 0.7993 2.5396
C11 0.9950 0.7445 3.7183
C12 0.8002 1.9151 4.6660
C13 0.4846 1.2118 1.3461
C14 1.9170 1.6128 1.1526
N2 -0.3796 1.2901 0.3274
H17 -3.3069 1.0644 3.0454
H18 -2.3094 2.1758 2.1031
H19 -2.1046 2.0713 3.8404
H20 -1.5788 -0.3377 1.9916
H21 -1.2643 -0.2332 3.6982
H22 2.0219 0.6844 3.3777
H23 0.7839 -0.2067 4.2208
H24 0.9860 2.8695 4.1701
H25 1.5007 1.8250 5.4951
H26 -0.2027 1.9321 5.0896
H27 2.5784 0.7555 1.2930
H28 2.1990 2.3724 1.8812
H29 2.0772 2.0160 0.1640
H30 -1.3173 1.0638 0.6323
C15 -1.1558 -4.5094 -0.2336
C16 0.3475 -4.4837 -0.0062
N3 0.7136 -3.8482 1.2584
C17 0.4083 -4.5708 2.5044
C18 -0.6884 -3.8861 3.3123
C19 1.5073 -2.7787 1.3819
O1 1.9386 -2.3523 2.4365
C20 1.8846 -1.9559 0.1688
C21 3.2052 -1.9093 -0.2634
C22 3.5472 -0.9829 -1.2360
C23 2.5842 -0.0965 -1.6838
N4 1.3152 -0.1129 -1.2478
C24 0.9834 -1.0597 -0.3559
H31 -1.3886 -5.0110 -1.1743
H32 -1.5656 -3.4963 -0.2606
H33 -1.6663 -5.0526 0.5603
H34 0.8508 -3.9668 -0.8234
H35 0.7395 -5.5032 -0.0028
H36 1.3251 -4.6377 3.0902
H37 0.1203 -5.5833 2.2228
H38 -0.3775 -2.8735 3.6000
H39 -0.8776 -4.4474 4.2258
H40 -1.6225 -3.8318 2.7517
H41 3.9455 -2.5686 0.1726
H42 4.5572 -0.9073 -1.6146
H43 2.8619 0.6800 -2.3748
H44 -0.0346 -1.0522 0.0134

Summary:
Charge: +3
Relative energy (zero: lowest compared OMol25 entry of this formula, charge and spin) in kcal per mole: 4.7
E_HOMO in eV: -16.430
Max |F| in Eh/bohr: 0.01144
Frontier orbital gap in eV: 6.30



[5]
DFT (ωB97M-V/def2-TZVPD) results for a structure of composition C24H44N11O3PZr in a non-equilibrium geometry.

Element x y z (Å)
Zr1 -0.1886 -0.4099 0.1243
C1 -1.3236 2.1391 -4.8162
N1 -0.6437 1.9738 -3.5452
C2 0.5141 2.8182 -3.3311
C3 -1.0619 1.1641 -2.6033
O1 -0.4489 0.9783 -1.5096
C4 -2.3755 0.4075 -2.8038
O2 -2.7846 -0.1091 -1.5417
C5 -3.7638 0.6566 -0.8390
C6 -3.1928 1.1891 0.4746
O3 -1.9708 0.9646 0.7416
N2 -4.0226 1.7939 1.2944
C7 -3.6185 2.2180 2.6217
C8 -5.4280 1.9913 0.9888
H1 -0.6265 2.5678 -5.5331
H2 -1.6795 1.1931 -5.2207
H3 -2.1683 2.8245 -4.7302
H4 0.2512 3.8474 -3.5722
H5 0.8235 2.7531 -2.2892
H6 1.3354 2.5128 -3.9789
H7 -3.1427 1.0475 -3.2519
H8 -2.2435 -0.4477 -3.4796
H9 -4.1333 1.4841 -1.4510
H10 -4.6149 -0.0072 -0.6316
H11 -2.5457 2.0897 2.7507
H12 -3.8696 3.2676 2.7768
H13 -4.1592 1.6307 3.3668
H14 -5.5712 2.4425 0.0090
H15 -5.9747 1.0474 1.0252
H16 -5.8659 2.6578 1.7288
N3 -0.4217 -0.3023 2.5854
C9 -1.1406 -1.4615 3.1588
C10 -2.3402 -1.8156 2.2709
N4 -1.9668 -1.8013 0.8345
C11 -2.3233 -3.0186 0.0682
C12 -1.1901 -3.3807 -0.8931
N5 -0.6411 -2.1340 -1.4704
H17 0.4399 -0.1796 3.1230
H18 -0.9866 0.5352 2.7631
H19 -1.4986 -1.2711 4.1802
H20 -0.4495 -2.3065 3.2030
H21 -3.1549 -1.1096 2.4684
H22 -2.6972 -2.8056 2.5682
H23 -2.5108 -1.0594 0.4028
H24 -3.2385 -2.8446 -0.5096
H25 -2.5106 -3.8633 0.7341
H26 -1.5883 -4.0542 -1.6606
H27 -0.3810 -3.9012 -0.3799
H28 -1.3494 -1.7921 -2.1252
H29 0.1730 -2.3980 -2.0324
C13 4.1616 2.5746 2.3313
N6 2.8427 2.2754 1.8374
C14 1.7691 3.0941 1.9133
C15 0.7261 2.4364 1.3155
N7 1.1548 1.2150 0.8804
C16 2.4523 1.1453 1.2134
P1 3.6310 -0.1867 0.7523
C17 3.0071 -0.3030 -0.9705
N8 1.7375 -0.5257 -1.3324
C18 1.7707 -0.6023 -2.6970
C19 3.0550 -0.4354 -3.1423
N9 3.8215 -0.2464 -2.0448
C20 5.2399 0.0094 -2.0255
C21 2.6240 -1.6138 1.3296
N10 1.3335 -1.8918 1.0673
C22 1.1293 -3.1372 1.6004
C23 2.2855 -3.5971 2.1682
N11 3.2151 -2.6357 1.9859
C24 4.5821 -2.7132 2.4313
H30 4.1236 3.4873 2.9227
H31 4.5326 1.7633 2.9574
H32 4.8594 2.7288 1.5078
H33 1.8050 4.0564 2.3824
H34 -0.2856 2.7700 1.1603
H35 0.8954 -0.7570 -3.3006
H36 3.4543 -0.4643 -4.1365
H37 5.6187 0.1214 -3.0403
H38 5.4490 0.9285 -1.4775
H39 5.7751 -0.8145 -1.5518
H40 0.1910 -3.6550 1.5641
H41 2.4912 -4.5184 2.6731
H42 4.7091 -3.5895 3.0646
H43 5.2680 -2.8109 1.5891
H44 4.8465 -1.8265 3.0063

Summary:
Charge: +4
E_HOMO in eV: -19.462
Max |F| in Eh/bohr: 0.02283
Frontier orbital gap in eV: 8.40



[6]
DFT (ωB97M-V/def2-TZVPD) results for a structure of composition C24H44N3OP2Tb in a non-equilibrium geometry.

Element x y z (Å)
Tb1 0.4912 -0.0904 0.9649
P1 -0.1744 -2.2043 -1.4750
P2 0.1107 2.5667 0.8510
N1 1.3516 0.5226 -1.1938
C1 1.4367 -1.8089 -2.2295
H1 2.1656 -2.5596 -1.8723
H2 1.3068 -1.9778 -3.3121
C2 2.0996 -0.4298 -2.0469
H3 3.0943 -0.5549 -1.5811
H4 2.2476 0.0545 -3.0329
C3 2.0123 1.8834 -1.2226
H5 1.6450 2.4364 -2.1077
H6 3.0900 1.7279 -1.3866
C4 1.8100 2.6546 0.0889
H7 2.0170 3.7181 -0.0861
H8 2.5537 2.3137 0.8338
C5 0.4302 3.1998 2.5541
C6 0.9530 2.0748 3.4742
H9 1.8764 1.5913 3.1107
H10 0.1985 1.2835 3.6460
H11 1.1848 2.5210 4.4514
C7 -0.8598 3.7224 -0.1564
C8 -2.3644 3.5595 0.1195
H12 -2.9208 4.1195 -0.6431
H13 -2.6435 3.9425 1.1100
H14 -2.6837 2.5083 0.0628
C9 -1.4342 -2.7218 -2.6923
C10 -2.6146 -3.3580 -1.9471
H15 -3.4456 -3.5148 -2.6497
H16 -2.9996 -2.7091 -1.1469
H17 -2.3552 -4.3310 -1.5098
C11 0.2666 -3.5568 -0.3120
C12 -0.7354 -3.8867 0.8100
H18 -0.1570 -4.1924 1.6977
H19 -1.3816 -4.7359 0.5271
H20 -1.3707 -3.0392 1.1102
C13 -1.0379 -0.7292 -0.9313
C14 -0.3128 5.1461 0.0038
H21 0.5985 5.2224 0.6164
H22 -0.0554 5.5344 -0.9907
H23 -1.0733 5.8054 0.4402
C15 -0.8362 -3.5449 -3.8309
H24 -1.6469 -3.9853 -4.4230
H25 -0.2528 -2.8930 -4.4951
H26 -0.1833 -4.3422 -3.4556
C16 0.6320 -4.8278 -1.1010
H27 1.0272 -5.5732 -0.3949
H28 -0.2538 -5.2559 -1.5949
H29 1.4062 -4.6423 -1.8568
C17 -0.8196 3.8698 3.1356
H30 -1.6918 3.2003 3.1138
H31 -0.6207 4.1228 4.1847
H32 -1.0828 4.7979 2.6126
H33 1.2245 3.9527 2.4122
H34 1.1844 -3.1906 0.1926
H35 -0.6699 3.3870 -1.1916
H36 -1.8064 -1.7809 -3.1304
O1 -1.5213 -0.5688 0.2758
H37 0.3827 0.6308 -1.6324
H38 -1.3934 -0.0951 -1.7904
N2 3.7814 -2.0333 3.2279
C18 3.3731 -1.3828 2.1295
N3 2.0245 -1.3004 2.1406
C19 1.5720 -1.9359 3.3102
C20 0.2754 -2.0338 3.8322
C21 0.1481 -2.6614 5.0864
C22 1.2694 -3.1421 5.7804
C23 2.5651 -3.0145 5.2461
C24 2.6713 -2.4117 4.0017
H39 4.7489 -2.2332 3.4663
H40 4.0375 -0.9709 1.3710
H41 -0.5674 -1.6340 3.2548
H42 -0.8464 -2.7720 5.5204
H43 1.1084 -3.6188 6.7489
H44 3.4614 -3.3642 5.7606

Summary:
Charge: +2
Multiplicity: 7
E_HOMO (spin up / spin down) in eV: -11.321 / -11.513
Max |F| in Eh/bohr: 0.07347
Frontier orbital gap (spin up / spin down) in eV: 5.99 / 6.26